1.
87
Properties=species:S:1:pos:R:3:forces:R:3:lowdin_charge:R:1 method="wB97M-V/def2-TZVPD" relative_energy_kj_mol=115.7 gap_ev=6.966 energy_ha=-5153.5426 charge=-1
Zn 0.093865 -0.176732 0.294971 -0.44 -0.33 -0.04 0.458
C 0.180279 0.826552 3.914878 -0.19 -0.12 -0.25 -0.002
C -1.057478 0.598164 3.044845 -0.01 0.67 0.14 -0.504
C -2.329395 0.600605 3.885045 0.25 0.04 -0.15 -0.016
O -0.890893 -0.632347 2.325660 -0.25 -0.28 0.27 -0.053
C -1.060081 1.768285 2.002910 -0.38 -0.41 0.76 -0.612
O -1.546421 2.837228 2.327312 -0.10 0.32 0.16 0.054
O -0.491614 1.505752 0.901166 0.13 0.74 -0.25 -0.106
H 0.283357 0.033212 4.654081 0.01 -0.06 0.03 0.088
H 0.092391 1.788658 4.413644 0.02 0.08 0.05 0.095
H 1.058520 0.829488 3.272861 0.12 -0.01 0.06 0.076
H -2.201752 -0.001866 4.783345 0.02 -0.14 0.07 0.083
H -3.182328 0.221367 3.321428 -0.09 0.01 -0.09 0.080
H -2.541892 1.626968 4.176451 -0.03 -0.01 -0.01 0.088
H -1.595191 -1.240699 2.572451 0.11 0.01 -0.09 0.106
Te 0.719644 -2.253608 -2.544688 -0.42 -0.16 -1.42 1.344
C 0.535312 -2.770110 -4.632174 0.12 -0.10 0.25 -0.494
C -0.687431 -3.145879 -5.176555 -0.04 0.11 0.34 -0.111
C -0.768506 -3.433696 -6.526184 -0.17 0.01 0.03 -0.164
N 0.268109 -3.380411 -7.349886 -0.04 -0.11 -0.48 0.040
C 1.439684 -3.052986 -6.829004 0.19 0.02 -0.09 -0.174
C 1.628677 -2.752951 -5.491915 -0.01 0.08 0.39 -0.139
C -0.578030 -0.454109 -2.765082 0.44 -0.53 0.30 -0.824
P 0.683313 0.658681 -2.083015 0.29 0.79 -1.08 0.813
C 1.841298 0.724351 -3.511998 0.11 -0.03 0.29 -0.394
C 1.390616 0.493489 -4.807752 -0.06 0.07 0.02 -0.128
C 2.266495 0.578472 -5.873750 0.04 0.07 -0.08 -0.095
C 3.600586 0.881480 -5.654869 0.07 0.00 -0.15 -0.104
C 4.053222 1.113796 -4.367497 0.17 0.06 0.00 -0.096
C 3.175932 1.044113 -3.300546 -0.11 -0.02 0.03 -0.099
C 0.117386 2.404726 -2.215420 0.16 -0.12 0.15 -0.342
C 0.485238 3.223686 -1.154266 0.00 -0.12 -0.10 -0.106
C 0.082929 4.544644 -1.116694 0.02 0.22 0.06 -0.075
C -0.691747 5.055282 -2.143396 0.03 0.13 0.11 -0.097
C -1.005218 4.262467 -3.235311 -0.05 0.05 -0.21 -0.100
C -0.582601 2.946498 -3.286362 0.07 0.03 0.04 -0.106
P -1.547825 -0.784714 -1.299070 -0.84 -0.10 -0.43 0.772
C -2.751502 0.577187 -1.180792 -0.07 -0.09 -0.02 -0.340
C -3.073096 1.359959 -2.278734 0.05 -0.09 0.02 -0.106
C -4.019747 2.358230 -2.162774 -0.18 0.08 -0.03 -0.078
C -4.641056 2.581432 -0.947127 -0.08 0.07 0.00 -0.086
C -4.316711 1.809430 0.155798 -0.16 0.09 0.14 -0.074
C -3.382264 0.802788 0.035458 0.09 -0.04 -0.15 -0.093
C -2.662691 -2.122290 -1.866835 0.08 -0.03 0.23 -0.375
C -3.326547 -1.894380 -3.067581 -0.05 0.01 0.05 -0.110
C -4.125098 -2.874978 -3.622666 -0.07 0.03 -0.08 -0.096
C -4.269730 -4.092938 -2.979190 -0.04 -0.10 -0.01 -0.099
C -3.626800 -4.318166 -1.773108 -0.08 -0.17 0.02 -0.093
C -2.824921 -3.336408 -1.213130 0.03 0.18 0.02 -0.099
H -1.563347 -3.200440 -4.547472 -0.10 -0.01 -0.02 0.073
H -1.711493 -3.712953 -6.983535 -0.09 -0.02 0.10 0.098
H 2.264191 -3.012515 -7.532757 0.12 0.00 0.08 0.098
H 2.606832 -2.483914 -5.122504 0.12 0.08 -0.02 0.093
H 0.352567 0.235682 -4.973566 -0.03 -0.06 0.07 0.088
H 1.906190 0.405421 -6.878786 -0.01 -0.05 -0.06 0.102
H 4.284995 0.937604 -6.489830 0.07 0.01 -0.06 0.093
H 5.092786 1.352362 -4.193985 0.10 0.02 0.01 0.096
H 3.520301 1.234092 -2.292750 0.07 -0.01 0.08 0.097
H 1.069932 2.797445 -0.350845 -0.08 0.10 0.07 0.091
H 0.357833 5.167392 -0.277342 -0.03 0.04 0.07 0.103
H -1.045850 6.076467 -2.094850 0.00 0.06 -0.03 0.094
H -1.581491 4.683337 -4.048340 -0.03 -0.01 -0.10 0.096
H -0.785984 2.341285 -4.159242 -0.12 -0.10 -0.03 0.100
H -2.565083 1.185032 -3.215557 0.04 -0.04 -0.07 0.081
H -4.284623 2.960161 -3.019999 0.04 0.09 -0.09 0.101
H -5.380051 3.362858 -0.857125 -0.07 0.13 0.03 0.096
H -4.784160 2.014246 1.107461 -0.03 -0.03 0.11 0.103
H -3.111679 0.185198 0.879962 -0.01 -0.01 0.17 0.089
H -3.193508 -0.948616 -3.571064 0.03 0.01 -0.07 0.094
H -4.623500 -2.690966 -4.564670 -0.05 0.00 -0.05 0.103
H -4.881165 -4.865521 -3.424010 -0.05 -0.07 0.01 0.096
H -3.746090 -5.269304 -1.273474 0.02 -0.06 0.05 0.097
H -2.316147 -3.517618 -0.274886 0.08 -0.02 0.00 0.102
C 3.900450 -1.096019 0.098889 -0.24 -0.11 0.15 0.022
C 2.793509 -1.519184 1.084104 0.35 -0.33 0.09 -0.476
O 1.610562 -0.934496 0.890949 1.19 -0.62 0.75 -0.212
C 2.628534 -3.062676 0.991892 -0.09 -0.25 -0.37 -0.558
F 1.798972 -3.566899 1.909736 -0.18 0.02 0.20 0.157
F 2.113025 -3.400080 -0.206253 0.07 0.04 0.13 0.017
F 3.780174 -3.754998 1.092726 0.26 0.07 0.14 0.137
C 3.307474 -1.202042 2.519192 0.20 -0.03 0.11 -0.558
F 4.504150 -1.770543 2.800482 0.06 -0.15 -0.13 0.129
F 2.476986 -1.593924 3.489256 -0.24 0.02 0.05 0.154
F 3.492793 0.114756 2.670122 -0.10 0.38 -0.08 0.147
H 3.593892 -1.356838 -0.912810 -0.04 0.03 -0.03 0.071
H 4.835141 -1.593399 0.343893 0.13 0.02 -0.09 0.087
H 4.025167 -0.018260 0.172057 -0.02 0.05 -0.03 0.092

2.
10
Properties=species:S:1:pos:R:3:forces:R:3:lowdin_charge:R:1 method="wB97M-V/def2-TZVPD" relative_energy_kj_mol=16.4 smiles=CSSC(F)F gap_ev=9.966 energy_ha=-1074.6817
C -2.043612 0.440979 -0.182768 -0.44 -1.45 -2.32 -0.463
S -0.467619 1.291176 -0.544905 -0.81 -0.18 -0.33 0.412
S 0.866274 0.921275 0.887582 1.65 -1.45 0.11 0.443
C 2.072059 -0.554865 0.253754 -0.04 1.37 1.87 -0.658
F 1.402380 -1.685446 0.135238 -0.83 -0.80 -0.54 0.028
F 2.697125 -0.270201 -0.880346 -0.22 0.30 -0.90 0.030
H -2.856379 0.951277 0.253254 -0.31 1.47 0.93 0.007
H -2.068407 -0.536398 0.268566 0.98 -0.33 0.50 0.032
H -2.472694 0.179956 -1.193926 0.68 0.44 0.59 0.045
H 2.870869 -0.737757 1.003551 -0.64 0.63 0.09 0.124

3.
131
Properties=species:S:1:pos:R:3:forces:R:3:lowdin_charge:R:1 method="wB97M-V/def2-TZVPD" gap_ev=5.597 energy_ha=-3665.3952 charge=-1
C -2.330762 1.736089 6.150905 -0.10 -0.12 0.03 -0.180
C -3.290705 1.981189 5.001310 0.38 -0.61 -0.30 -0.904
Cl -4.321126 3.413751 5.264377 -0.30 0.24 -0.04 0.545
C -4.134876 0.757169 4.609216 0.38 0.75 1.20 -0.850
Cl -2.901876 -0.442335 4.048611 0.06 -0.12 -0.30 0.531
Nb -5.613260 -0.099688 6.169211 -2.00 0.16 -1.06 1.158
C -7.513583 0.449061 4.939400 -0.53 -0.75 0.37 -0.290
C -8.744813 0.193603 5.680779 -0.36 1.40 1.65 -0.623
O -9.160921 0.739451 6.681401 0.28 -0.84 -1.54 0.033
F -9.517159 -0.781583 5.111770 -0.08 -0.31 0.07 0.024
P -5.667639 -2.431019 5.076140 0.64 0.47 0.30 0.620
C -4.249631 -3.414474 5.738156 -0.65 -0.09 -0.60 -0.399
O -5.449537 -2.379935 3.400220 -0.32 -0.08 0.54 -0.458
H -2.389645 2.493774 6.911341 -0.04 0.38 0.21 0.048
H -1.321201 1.697018 5.773214 0.47 0.11 -0.10 0.065
H -2.528837 0.782722 6.608946 -0.20 -0.38 0.29 0.010
H -2.705758 2.224156 4.127018 0.18 0.40 -0.34 0.056
H -4.710001 1.090152 3.753507 -0.23 -0.33 -0.52 0.021
H -4.212569 -0.574580 7.220004 -0.26 -0.19 0.23 -0.117
H -6.683309 -0.782131 7.500166 0.48 -0.06 0.28 -0.129
H -5.677348 1.499007 7.057647 0.72 -0.13 0.06 -0.122
H -7.535226 -0.172442 4.053658 0.23 -0.05 -0.42 0.028
H -7.498349 1.492299 4.666166 0.34 0.51 0.09 0.047
H -4.243925 -3.241552 6.799293 0.02 0.16 0.50 0.000
H -3.322950 -3.053259 5.319047 0.38 0.13 -0.11 -0.009
H -4.373950 -4.474362 5.567331 0.08 -0.44 -0.15 0.005
H -4.789070 -3.030293 3.177489 0.40 -0.24 -0.37 0.002
C 1.532658 5.205224 6.796134 0.00 0.03 0.07 -0.174
C 1.622323 3.860214 7.514398 0.01 -0.03 -0.08 -0.171
C 0.230067 3.742806 8.121487 -0.05 0.02 0.04 -0.207
O -0.651942 4.425804 7.234630 0.06 0.11 0.07 -0.151
C 0.096839 5.181416 6.285774 -0.01 -0.13 -0.06 -0.203
H 2.262389 5.326703 5.996754 0.00 -0.02 -0.02 0.107
H 1.667820 6.022272 7.509087 -0.01 0.00 0.00 0.110
H 1.784856 3.059840 6.789362 -0.01 -0.01 0.00 0.113
H 2.414276 3.809630 8.260669 0.00 0.02 0.02 0.107
H 0.182091 4.226520 9.104703 0.05 -0.04 0.01 0.117
H -0.103631 2.709054 8.227756 -0.06 0.00 -0.02 0.110
H 0.030208 4.683038 5.312307 0.03 0.04 -0.03 0.120
H -0.341980 6.175465 6.194806 -0.04 0.00 0.02 0.116
C -1.994043 -1.745471 -1.161393 0.11 -0.05 0.05 -0.165
C -2.657340 -1.521108 0.193954 -0.09 0.05 -0.02 -0.165
C -2.200644 -0.110963 0.536695 0.15 0.01 -0.01 -0.211
O -2.045031 0.576833 -0.717292 0.01 -0.09 -0.02 -0.143
C -2.102350 -0.363602 -1.788545 -0.14 0.07 0.01 -0.209
H -2.473372 -2.518886 -1.760166 -0.06 0.02 0.01 0.103
H -0.943013 -2.016033 -1.026228 0.00 0.01 -0.02 0.111
H -3.740006 -1.550551 0.083401 -0.02 -0.05 0.00 0.093
H -2.372519 -2.250861 0.949611 0.04 0.02 0.03 0.110
H -1.233757 -0.117192 1.050225 -0.03 0.00 0.04 0.112
H -2.914012 0.425341 1.158779 0.00 0.06 -0.02 0.094
H -3.061406 -0.241049 -2.307731 0.02 -0.08 -0.05 0.110
H -1.295581 -0.153324 -2.495165 0.00 0.05 0.01 0.094
C 1.074654 2.701052 -4.804287 -0.14 -0.06 -0.05 -0.159
C 1.167674 1.559989 -3.793944 0.14 0.07 0.05 -0.155
C 1.033227 0.340910 -4.693254 -0.14 0.03 -0.06 -0.197
O 1.599187 0.704218 -5.961983 -0.02 0.04 0.09 -0.167
C 1.818239 2.118842 -5.999065 0.12 -0.02 0.06 -0.204
H 1.508759 3.635028 -4.451547 0.04 0.00 0.01 0.111
H 0.030538 2.888126 -5.066463 0.01 0.02 -0.01 0.113
H 2.145951 1.566673 -3.311082 0.00 -0.04 0.00 0.095
H 0.403905 1.597690 -3.018423 -0.04 0.00 -0.02 0.108
H -0.018284 0.075572 -4.850547 0.01 -0.03 0.04 0.111
H 1.555618 -0.534317 -4.303912 0.04 -0.01 -0.05 0.115
H 2.896834 2.306196 -5.929103 -0.01 0.05 0.00 0.113
H 1.460507 2.508595 -6.953354 0.00 -0.05 -0.04 0.115
C 6.685634 1.542795 -2.740346 0.01 -0.13 0.10 -0.166
C 6.348360 0.512172 -3.815649 0.00 0.17 -0.09 -0.165
C 5.028857 -0.044476 -3.304655 0.03 -0.10 0.21 -0.195
O 4.381074 1.022946 -2.605373 0.13 0.02 -0.03 -0.153
C 5.306942 2.094046 -2.402364 -0.06 0.05 -0.09 -0.200
H 7.377727 2.314526 -3.073272 -0.01 0.02 -0.03 0.110
H 7.118953 1.049975 -1.866505 -0.01 0.02 0.01 0.111
H 6.202033 1.009260 -4.776093 0.02 -0.05 0.01 0.094
H 7.110948 -0.255725 -3.941589 0.00 -0.02 0.03 0.115
H 5.185886 -0.871289 -2.602099 0.03 -0.02 -0.03 0.120
H 4.379638 -0.393259 -4.105262 -0.10 0.02 0.02 0.093
H 5.035799 2.918707 -3.071291 0.05 0.03 0.02 0.117
H 5.227801 2.443248 -1.372529 -0.06 -0.02 0.02 0.116
C -2.330352 0.063491 11.580388 0.01 -0.07 -0.01 -0.173
C -0.854137 -0.059527 11.206481 0.01 0.06 0.02 -0.177
C -0.946116 -0.613759 9.788811 -0.12 -0.03 0.02 -0.215
O -2.148919 -0.096968 9.234357 0.18 -0.02 -0.01 -0.169
C -2.947924 0.496469 10.255709 -0.02 0.09 -0.03 -0.203
H -2.523178 0.770387 12.386377 0.01 0.02 0.00 0.107
H -2.723174 -0.911065 11.879582 -0.01 0.00 0.00 0.111
H -0.386673 0.928389 11.196199 0.00 0.00 -0.01 0.106
H -0.280057 -0.700548 11.875409 -0.01 -0.02 0.00 0.104
H -1.003773 -1.709066 9.794536 0.07 0.00 0.03 0.116
H -0.104411 -0.316953 9.159525 -0.01 0.00 -0.03 0.112
H -2.914000 1.585216 10.137441 -0.04 0.01 0.04 0.119
H -3.979782 0.170268 10.131817 0.00 -0.01 -0.08 0.116
C 5.476027 -0.207624 -9.077019 0.03 -0.09 0.10 -0.162
C 4.282038 -0.627445 -8.222779 -0.03 0.15 -0.09 -0.153
C 4.732238 -0.206925 -6.834161 0.14 -0.06 0.08 -0.206
O 5.575764 0.943766 -7.009358 -0.11 -0.12 -0.19 -0.159
C 5.899990 1.085453 -8.397156 -0.09 0.12 0.03 -0.196
H 5.237516 -0.072001 -10.130473 0.00 0.01 -0.02 0.115
H 6.269724 -0.951127 -9.004389 0.04 0.01 -0.05 0.090
H 3.390264 -0.067040 -8.511709 -0.02 -0.01 0.04 0.114
H 4.049771 -1.689502 -8.285534 0.01 -0.02 0.01 0.108
H 5.324027 -0.995951 -6.352124 -0.02 -0.02 -0.03 0.119
H 3.895967 0.048545 -6.186264 -0.01 0.08 -0.02 0.089
H 5.346773 1.943703 -8.795341 0.03 -0.01 -0.04 0.116
H 6.967577 1.286479 -8.495347 0.01 0.02 0.05 0.116
C -7.002612 -2.104707 -3.336245 -0.06 -0.01 0.05 -0.172
C -6.960260 -0.739049 -2.653227 0.09 0.01 -0.07 -0.167
C -6.265111 -1.072227 -1.340095 -0.07 -0.06 0.06 -0.194
O -5.377345 -2.160170 -1.623650 -0.03 -0.01 -0.09 -0.163
C -5.667042 -2.701214 -2.910977 0.06 0.10 -0.01 -0.210
H -7.115378 -2.052729 -4.418321 0.01 0.02 -0.01 0.108
H -7.826156 -2.699206 -2.935100 0.00 -0.01 0.00 0.113
H -6.350894 -0.046467 -3.238573 0.00 0.01 0.01 0.112
H -7.940540 -0.289369 -2.506921 -0.02 -0.01 0.01 0.111
H -6.980927 -1.396549 -0.578912 -0.01 0.04 0.00 0.124
H -5.689724 -0.237735 -0.938356 0.05 -0.02 0.02 0.118
H -4.865828 -2.410251 -3.601593 -0.03 -0.03 -0.04 0.114
H -5.687707 -3.789785 -2.844761 0.02 -0.01 0.04 0.116
C 8.667191 -4.858124 -10.306579 0.03 0.03 0.08 -0.171
C 7.397755 -5.140535 -9.506083 -0.03 -0.01 -0.09 -0.169
C 6.950693 -3.733829 -9.132364 0.08 0.05 0.04 -0.211
O 7.379398 -2.878984 -10.196456 0.03 -0.08 0.01 -0.156
C 8.285281 -3.583733 -11.047956 -0.09 -0.03 -0.03 -0.204
H 8.952809 -5.666265 -10.977668 -0.02 -0.01 -0.02 0.110
H 9.502211 -4.665446 -9.629712 0.01 0.00 0.00 0.113
H 6.650565 -5.616824 -10.144293 -0.01 0.00 0.00 0.114
H 7.557398 -5.776232 -8.637194 0.02 0.00 0.02 0.111
H 7.424927 -3.399233 -8.202994 -0.03 -0.04 0.02 0.120
H 5.869578 -3.647299 -9.018561 -0.01 0.05 -0.02 0.113
H 7.773880 -3.810636 -11.989796 0.04 -0.03 -0.02 0.117
H 9.141321 -2.944479 -11.264938 -0.02 0.05 0.01 0.116

4.
31
Properties=species:S:1:pos:R:3:forces:R:3:lowdin_charge:R:1 method="wB97M-V/def2-TZVPD" relative_energy_kj_mol=509.2 gap_ev=8.649 energy_ha=-1011.5351
C 4.134789 0.601598 -0.610162 2.16 -3.12 -0.94 -0.077
C 4.229464 -0.824657 -0.741766 1.27 0.80 -0.39 -0.086
C 2.998966 1.141411 -0.184006 -0.49 -0.52 0.60 -0.060
C 3.211870 -1.522754 -0.181097 -2.12 -1.18 1.22 -0.150
C 1.848308 0.447718 0.246204 -0.05 -1.45 0.22 -0.178
C 1.990190 -0.971278 0.393997 1.54 -0.19 -1.21 -0.213
C 0.604170 2.630975 0.411461 0.21 -2.82 -1.02 -0.176
C -3.557413 -1.017129 -1.217377 0.02 -0.28 -0.78 -0.140
C -2.749346 -0.417247 -0.065438 -0.13 0.46 1.54 -0.235
C -1.300939 0.075998 -0.478025 -2.80 0.20 4.49 -0.143
C -0.548796 0.544382 0.799519 -0.68 2.00 -2.64 -0.183
N 0.705693 1.186504 0.502726 0.12 2.23 0.44 -0.061
N 1.531874 3.377156 -0.026488 -0.93 -0.07 0.41 0.093
O 1.220184 -3.624163 0.054553 -0.76 -0.75 -1.30 -0.596
S 1.040939 -2.571074 1.050649 1.29 1.97 0.31 0.892
H 5.046029 1.167597 -0.815260 -0.58 0.23 -0.12 0.113
H 5.130866 -1.315017 -1.229765 -1.32 0.61 0.89 0.124
H 3.045702 2.159713 -0.117478 -0.45 2.10 0.19 0.046
H 3.180160 -2.624555 -0.080574 0.71 0.63 -0.66 0.080
H -0.458619 2.872406 0.590971 0.61 0.48 0.04 0.129
H -2.988066 -1.639152 -1.884669 0.78 -0.28 -0.26 0.060
H -4.365589 -1.677877 -0.959841 -0.42 -0.19 0.85 0.058
H -4.049361 -0.301001 -1.897434 0.46 0.31 0.52 0.078
H -3.500027 0.414209 0.319288 2.11 -1.37 -0.07 0.136
H -2.424308 -1.155809 0.795567 -1.64 1.05 -1.50 0.134
H -0.866856 -0.781524 -0.816385 1.59 -1.88 -1.76 0.076
H -1.420132 0.890377 -1.063457 0.19 2.22 -2.68 0.078
H -0.360273 -0.266293 1.366041 0.36 -2.62 2.41 0.044
H -1.114527 1.304950 1.322947 -0.52 -0.39 0.35 0.115
H 1.116714 4.272367 -0.164871 -0.06 1.15 0.09 0.046
H 2.185939 -2.839051 1.757797 -0.47 0.66 0.75 -0.004